[1]
Molecular formula: C2H5FO2S
Method: DFT, ωB97M-V with the def2-TZVPD basis set

Calculated values
LUMO, eV: -0.267
Charge: 0
ΔE to the lowest compared entry with this formula, charge and spin, kJ/mol: 231.1
E, eV: -19799.24262
Orbital gap, Ha: 0.3523

Each line ends with the Mulliken charge.
Cartesian coordinates (Å):
C: 1.43504 0.07238 -0.17519  -0.845
C: 0.67575 -1.14338 0.51430  0.146
O: -2.33983 -0.36164 -0.94047  -0.383
O: 0.19134 -1.08794 1.52593  -0.390
F: -1.92359 2.22858 -0.82261  -0.380
S: -2.49493 0.68422 -0.00127  0.554
H: 2.38954 -0.49875 0.02007  0.307
H: 1.17868 0.44887 -1.24767  0.294
H: 1.45669 0.95750 0.58999  0.269
H: 0.73577 -1.88792 -0.39798  0.239
H: -1.30446 0.58808 0.93490  0.189


[2]
Molecular formula: C20H12Cl4N4O5RuS2Se
Method: DFT, ωB97M-V with the def2-TZVPD basis set

Calculated values
LUMO (alpha / beta), eV: 2.220 / 0.691
Charge: -1
ΔE to the lowest compared entry with this formula, charge and spin, kJ/mol: 52.5
2S+1: 6
E, eV: -176823.37782
Orbital gap (alpha / beta), Ha: 0.2449 / 0.2154

Each line ends with the Mulliken charge.
Cartesian coordinates (Å):
Ru: 1.33749 -1.76997 -1.04204  0.258
Cl: 3.38887 -0.22295 5.61749  -0.206
C: 3.40160 -0.62407 3.94058  0.401
C: 4.65195 -0.84830 3.28685  0.241
Cl: 6.11076 -0.70258 4.19646  -0.204
C: 4.69799 -1.17405 1.95983  0.143
Cl: 6.17762 -1.45473 1.13567  -0.187
C: 3.49361 -1.30685 1.18478  0.489
O: 3.49129 -1.63080 -0.02029  -0.588
C: 2.21306 -1.04138 1.85440  -0.278
O: 1.15613 -1.11987 1.18575  0.083
C: 2.22556 -0.72134 3.24736  -0.102
Cl: 0.69594 -0.45344 3.99380  -0.204
O: -1.55622 1.21947 0.64024  -0.613
S: -1.21055 1.37106 -0.75418  1.219
O: -2.32121 1.38158 -1.67700  -0.736
N: -0.04870 0.34637 -1.20465  -0.407
C: 1.09227 0.99635 -1.50734  1.007
O: 2.13882 0.41224 -1.79254  -0.718
C: 0.98369 2.48818 -1.40810  -0.068
C: 1.95129 3.44286 -1.66376  -0.616
C: 1.61253 4.77585 -1.47095  -0.485
C: 0.34070 5.13395 -1.02782  -0.546
C: -0.62648 4.17074 -0.76705  -0.564
C: -0.26765 2.85325 -0.96853  0.176
H: 2.93418 3.14019 -2.00021  0.508
H: 2.34364 5.55103 -1.66259  0.377
H: 0.10487 6.18076 -0.88140  0.391
H: -1.61421 4.44160 -0.41832  0.466
C: -3.27335 -0.61304 2.35147  -1.473
C: -3.08927 -1.19110 0.99342  0.844
C: -3.92604 -1.02128 -0.06954  -0.740
C: -3.52889 -1.55435 -1.31178  1.146
N: -2.46457 -2.32233 -1.45954  -0.466
C: -1.68556 -2.55437 -0.39720  -0.035
S: -0.32003 -3.56336 -0.40205  -0.473
N: -1.98123 -1.93345 0.78692  0.112
C: -4.30405 -1.22183 -2.54308  -1.266
H: -4.22835 -0.09697 2.41522  0.379
H: -2.47214 0.10012 2.54445  0.284
H: -3.24449 -1.39915 3.10786  0.391
H: -4.81590 -0.41770 0.02221  0.351
H: -1.26606 -2.00499 1.50143  0.256
H: -5.37488 -1.36222 -2.38279  0.351
H: -3.96326 -1.83366 -3.37366  0.355
H: -4.12985 -0.16921 -2.77555  0.252
Se: 2.77018 -3.02112 -2.78884  -0.154
C: 1.55816 -4.00670 -3.77767  0.264
N: 0.84075 -4.64845 -4.41772  -0.613


[3]
Molecular formula: C24H21BF17N8O3
Method: DFT, ωB97M-V with the def2-TZVPD basis set

Calculated values
LUMO, eV: -5.117
Charge: +1
E, eV: -90157.80395
Orbital gap, Ha: 0.2779

Each line ends with the Mulliken charge.
Cartesian coordinates (Å):
N: 5.47705 0.29056 -4.38475  -0.370
C: 4.90613 -0.20996 -3.50962  0.366
O: 3.98855 -0.78313 -2.72313  -0.198
C: 3.28978 0.15224 -1.96727  0.115
N: 3.41724 1.39038 -2.32768  -1.186
N: 2.79736 2.26417 -1.57483  0.549
C: 2.09894 1.88307 -0.52531  0.069
C: 1.46305 3.02208 0.30889  0.765
F: 2.05751 4.20059 0.08311  -0.356
F: 1.72923 2.69254 1.60407  -0.320
C: -0.09391 3.10357 0.20516  0.534
F: -0.60861 2.04335 0.85201  -0.213
F: -0.45908 4.19413 0.91115  -0.314
C: -0.65244 3.29318 -1.24934  0.631
F: -1.44903 4.37225 -1.26191  -0.279
F: 0.32523 3.54178 -2.15404  -0.324
C: -1.49693 2.08240 -1.78616  0.570
F: -1.54037 2.24817 -3.12601  -0.321
F: -0.84990 0.90215 -1.59606  -0.129
C: -2.98690 2.05251 -1.30151  0.622
F: -3.16821 2.55935 -0.06871  -0.268
F: -3.66878 2.85699 -2.14257  -0.302
C: -3.67097 0.64369 -1.38397  0.522
F: -4.98893 0.87595 -1.55813  -0.287
F: -3.27071 -0.07655 -2.45101  -0.281
C: -3.55760 -0.21753 -0.09554  0.515
F: -4.35047 0.24563 0.87952  -0.295
F: -2.29637 -0.24054 0.41322  -0.211
C: -3.97520 -1.73016 -0.31478  0.613
F: -4.30259 -2.19728 0.90170  -0.226
F: -2.95915 -2.47311 -0.75400  -0.218
F: -5.05649 -1.85115 -1.07469  -0.248
C: 1.88295 0.57101 -0.10004  -0.572
C: 2.52983 -0.41385 -0.88663  1.566
C: 2.41388 -1.87714 -0.58848  -1.461
B: 1.62692 -2.61884 -1.81404  0.565
O: 1.49381 -2.06281 -3.08933  -0.550
O: 1.00696 -3.84443 -1.64503  -0.501
H: 2.88664 3.24894 -1.83183  0.344
H: 1.29741 0.30612 0.77870  0.637
H: 3.37297 -2.35982 -0.33705  0.404
H: 1.75702 -1.97526 0.29372  0.329
H: 1.10482 -1.17966 -3.08029  0.354
H: 0.35606 -3.87639 -2.36343  0.286
C: 3.64899 6.69070 2.11859  -0.790
C: 4.50507 6.21400 1.02327  0.399
N: 5.17158 5.83665 0.16588  -0.407
H: 2.60728 6.68681 1.80199  0.233
H: 3.76180 6.04081 2.98469  0.269
H: 3.93344 7.70450 2.39424  0.333
C: -5.85196 -4.84426 2.41386  -0.297
C: -5.62242 -5.62597 3.63669  0.238
N: -5.44316 -6.23184 4.59712  -0.375
H: -4.94274 -4.81954 1.81532  0.191
H: -6.65073 -5.29827 1.82899  0.335
H: -6.13724 -3.82090 2.67499  -0.075
C: 2.34874 -7.58387 -0.49961  -0.821
C: 2.82715 -6.27137 -0.04798  0.374
N: 3.20451 -5.24720 0.30814  -0.377
H: 1.56937 -7.94274 0.17022  0.274
H: 1.94419 -7.50204 -1.50690  0.255
H: 3.17242 -8.29545 -0.50226  0.303
C: 8.18571 3.89854 -0.44791  -0.809
C: 7.17182 2.84076 -0.36745  0.370
N: 6.37407 2.01623 -0.30447  -0.402
H: 7.75768 4.78070 -0.92079  0.261
H: 8.52542 4.15971 0.55257  0.264
H: 9.03451 3.55174 -1.03484  0.326
C: -8.45007 -2.00407 4.56856  -0.884
C: -7.59940 -1.98537 3.37146  0.520
N: -6.93210 -1.97075 2.43470  -0.519
H: -9.19127 -1.20933 4.50600  0.322
H: -8.95999 -2.96309 4.64385  0.289
H: -7.83935 -1.85432 5.45708  0.277